Record 1
Computed, not measured: a structure of composition C32H76Cl4F3N5O21P3V, with ωB97M-V with the def2-TZVPD basis set.

Last column: Löwdin charge in e.
Cartesian coordinates (Å):
O (-3.942, -2.830, -1.317)  -0.281
V (-4.405, -2.213, 0.029)  1.132
O (-3.799, -2.957, 1.274)  -0.262
C (-2.174, -0.121, -0.157)  -0.398
O (-1.847, -1.469, 0.077)  -0.147
O (-3.456, -0.129, 0.375)  -0.194
C (-1.074, 0.802, 0.345)  -0.496
F (-1.369, 2.115, 0.366)  0.141
F (-0.579, 0.441, 1.546)  0.144
F (-0.024, 0.694, -0.550)  0.089
C (-0.887, -2.128, -0.739)  -0.226
C (-0.908, -3.642, -0.495)  -0.034
H (-1.904, -4.019, -0.733)  0.053
H (-0.237, -4.140, -1.191)  0.060
H (-0.728, -3.851, 0.557)  0.076
H (0.130, -1.823, -0.465)  0.109
H (-0.991, -1.885, -1.801)  0.113
H (-2.217, 0.107, -1.234)  0.148
C (2.865, -3.254, -3.409)  0.010
C (3.268, -4.222, -2.307)  -0.559
O (4.382, -4.192, -1.810)  0.045
N (2.371, -5.161, -1.967)  0.008
C (2.616, -6.238, -1.044)  -0.083
H (3.755, -3.007, -3.983)  0.071
H (2.502, -2.300, -3.024)  0.074
H (2.110, -3.670, -4.078)  0.077
H (1.398, -5.106, -2.218)  0.109
H (1.849, -6.511, -0.318)  0.080
H (3.497, -6.090, -0.419)  0.085
H (2.876, -7.165, -1.568)  0.083
C (4.372, -1.320, 4.030)  0.008
C (4.510, -1.716, 2.598)  -0.561
O (5.607, -1.838, 2.060)  0.041
N (3.378, -1.931, 1.893)  0.000
C (3.371, -2.509, 0.562)  -0.076
H (5.321, -0.924, 4.390)  0.089
H (3.947, -2.169, 4.566)  0.091
H (3.762, -0.437, 4.252)  0.058
H (2.487, -1.744, 2.322)  0.029
H (4.050, -3.364, 0.576)  0.082
H (3.836, -1.894, -0.215)  0.083
H (2.371, -2.761, 0.217)  0.067
C (-5.133, -6.115, -0.895)  0.003
C (-4.066, -6.973, -0.219)  -0.543
O (-4.181, -7.179, 0.978)  0.046
N (-3.210, -7.698, -0.985)  -0.009
C (-2.417, -8.752, -0.400)  -0.081
H (-5.602, -6.565, -1.765)  0.081
H (-4.696, -5.134, -1.116)  0.039
H (-5.852, -5.828, -0.129)  0.080
H (-3.481, -7.765, -1.951)  0.128
H (-1.824, -9.152, -1.223)  0.083
H (-2.978, -9.577, 0.041)  0.089
H (-1.746, -8.320, 0.340)  0.087
C (-3.034, 2.035, 3.521)  -0.002
C (-2.845, 3.041, 4.630)  -0.543
O (-2.097, 3.998, 4.447)  0.030
N (-3.548, 2.906, 5.773)  0.012
C (-3.540, 3.942, 6.764)  -0.092
H (-2.348, 2.355, 2.733)  0.058
H (-3.964, 1.952, 2.956)  0.077
H (-2.691, 1.029, 3.774)  0.075
H (-4.391, 2.363, 5.683)  0.138
H (-3.659, 3.581, 7.790)  0.079
H (-4.449, 4.554, 6.660)  0.086
H (-2.776, 4.707, 6.845)  0.086
C (4.290, 2.836, 5.117)  0.021
C (3.066, 1.962, 5.319)  -0.565
O (2.965, 1.167, 6.252)  0.017
N (2.077, 2.079, 4.425)  0.020
C (0.839, 1.317, 4.524)  -0.055
H (4.478, 3.484, 5.969)  0.086
H (4.243, 3.499, 4.254)  0.054
H (5.093, 2.113, 4.967)  0.087
H (2.094, 2.849, 3.779)  0.084
H (1.045, 0.321, 4.126)  0.036
H (0.031, 1.742, 3.933)  0.068
H (0.558, 1.218, 5.569)  0.089
C (-0.628, 0.357, -3.960)  -0.073
O (-1.607, 1.052, -4.719)  -0.195
P (-2.370, 2.339, -4.213)  0.395
O (-3.228, 2.128, -3.031)  -0.226
O (-1.245, 3.445, -4.058)  -0.181
C (-0.901, 3.962, -2.799)  -0.113
O (-3.139, 2.758, -5.562)  -0.187
C (-3.945, 3.920, -5.454)  -0.118
H (-0.391, 0.803, -2.992)  0.070
H (0.320, 0.331, -4.497)  0.081
H (-1.033, -0.647, -3.836)  0.088
H (0.166, 3.829, -2.595)  0.078
H (-1.442, 3.591, -1.927)  0.073
H (-1.021, 5.046, -2.686)  0.093
H (-3.382, 4.809, -5.739)  0.090
H (-4.252, 4.162, -4.429)  0.079
H (-4.914, 3.925, -5.949)  0.093
C (4.381, -0.980, -6.216)  -0.111
O (3.948, -0.550, -4.931)  -0.233
P (3.885, 1.030, -4.597)  0.401
O (5.061, 1.777, -5.076)  -0.226
O (2.431, 1.484, -5.108)  -0.254
C (2.284, 2.203, -6.338)  -0.078
O (3.722, 1.041, -3.025)  -0.188
C (2.864, 1.961, -2.359)  -0.087
H (3.617, -1.469, -6.822)  0.088
H (5.061, -1.806, -5.977)  0.089
H (4.997, -0.282, -6.779)  0.088
H (1.430, 2.859, -6.171)  0.088
H (2.281, 1.577, -7.228)  0.092
H (3.122, 2.901, -6.444)  0.085
H (1.970, 1.431, -2.016)  0.075
H (2.514, 2.814, -2.940)  0.086
H (3.458, 2.258, -1.496)  0.081
C (2.801, 1.710, 1.163)  -0.086
O (3.526, 2.821, 1.698)  -0.194
P (2.957, 4.294, 1.552)  0.399
O (3.748, 5.399, 2.099)  -0.214
O (2.718, 4.401, -0.071)  -0.255
C (2.847, 5.695, -0.684)  -0.102
O (1.485, 4.148, 2.127)  -0.238
C (0.443, 5.099, 1.829)  -0.042
H (3.488, 1.007, 0.696)  0.098
H (2.045, 2.034, 0.451)  0.061
H (2.292, 1.125, 1.931)  0.074
H (3.204, 6.429, 0.034)  0.080
H (1.923, 5.948, -1.206)  0.080
H (3.599, 5.568, -1.468)  0.091
H (0.826, 5.830, 1.113)  0.073
H (0.079, 5.689, 2.664)  0.098
H (-0.311, 4.522, 1.303)  0.083
Cl (-6.202, 3.849, 0.835)  0.539
C (-5.194, 3.107, -0.434)  -0.652
C (-5.776, 1.794, -0.875)  -0.644
Cl (-7.491, 1.890, -1.525)  0.493
H (-4.181, 3.150, -0.040)  0.061
H (-5.176, 3.849, -1.234)  0.062
H (-5.842, 1.174, 0.019)  0.038
H (-5.197, 1.215, -1.588)  0.045
Cl (-1.729, -4.111, 5.471)  0.589
C (-2.120, -2.625, 4.628)  -0.675
C (-1.320, -2.534, 3.342)  -0.636
Cl (0.470, -2.424, 3.599)  0.599
H (-2.028, -1.728, 5.238)  0.076
H (-3.176, -2.655, 4.351)  0.070
H (-1.626, -1.700, 2.713)  0.049
H (-1.440, -3.447, 2.764)  0.044

## Properties
Total charge: 0
Maximum force (eV/Å): 5.350
Relative energy (zero: lowest compared OMol25 entry of this formula, charge and spin) (kJ/mol): 39.2
Gap between HOMO and LUMO (eV): 5.56



Record 2
Computed, not measured: a cluster of 8 separate species, C32H77N13O8 in total, with ωB97M-V with the def2-TZVPD basis set.

Last column: Löwdin charge in e.
Cartesian coordinates (Å):
C (-3.368, 4.189, 0.698)  -0.037
C (-3.650, 3.494, -0.652)  -0.496
C (-2.739, 2.243, -0.721)  -0.019
C (-5.124, 2.998, -0.638)  -0.144
C (-6.112, 4.119, -0.913)  -0.190
C (-5.842, 4.724, -2.269)  -0.139
C (-4.443, 5.345, -2.285)  -0.516
C (-4.101, 5.683, -3.728)  -0.047
C (-4.388, 6.609, -1.398)  -0.016
N (-3.517, 4.294, -1.852)  -0.100
O (-2.170, 4.707, -2.062)  -0.032
H (-2.378, 4.650, 0.632)  0.079
H (-4.035, 5.041, 0.878)  0.066
H (-3.515, 3.510, 1.532)  0.084
H (-2.096, 2.163, 0.151)  0.077
H (-3.289, 1.312, -0.857)  0.080
H (-2.146, 2.306, -1.633)  0.056
H (-5.152, 2.120, -1.294)  0.114
H (-5.382, 2.527, 0.320)  0.122
H (-7.125, 3.731, -0.761)  0.114
H (-5.998, 4.803, -0.066)  0.099
H (-6.606, 5.469, -2.512)  0.125
H (-5.936, 3.933, -3.017)  0.125
H (-3.150, 6.214, -3.781)  0.079
H (-4.822, 6.392, -4.148)  0.086
H (-4.118, 4.798, -4.360)  0.088
H (-4.503, 7.467, -2.071)  0.079
H (-3.461, 6.687, -0.839)  0.079
H (-5.251, 6.736, -0.741)  0.075
H (-1.784, 3.981, -2.561)  0.084
C (4.401, 1.727, 0.446)  -0.029
C (4.886, 0.291, 0.655)  -0.500
C (6.375, 0.347, 1.034)  -0.035
C (4.116, -0.354, 1.835)  -0.106
C (3.989, -1.880, 1.779)  -0.166
C (3.691, -2.441, 0.372)  -0.127
C (4.624, -1.861, -0.707)  -0.525
C (5.978, -2.595, -0.583)  -0.030
C (4.004, -2.301, -2.030)  -0.039
N (4.689, -0.438, -0.587)  -0.099
O (5.334, 0.147, -1.688)  -0.017
H (3.315, 1.802, 0.432)  0.065
H (4.854, 2.442, 1.134)  0.088
H (4.766, 2.076, -0.524)  0.074
H (6.991, 0.693, 0.199)  0.085
H (6.591, 1.088, 1.809)  0.081
H (6.741, -0.630, 1.350)  0.073
H (4.696, -0.139, 2.729)  0.118
H (3.096, 0.033, 1.795)  0.107
H (4.871, -2.389, 2.174)  0.106
H (3.130, -2.247, 2.350)  0.088
H (2.685, -2.133, 0.090)  0.086
H (3.803, -3.521, 0.411)  0.127
H (5.893, -3.624, -0.935)  0.079
H (6.427, -2.627, 0.409)  0.067
H (6.692, -2.123, -1.267)  0.088
H (4.546, -1.980, -2.927)  0.083
H (2.933, -2.103, -2.109)  0.066
H (4.100, -3.386, -2.158)  0.088
H (4.629, 0.606, -2.163)  0.078
C (-3.042, -3.764, 6.581)  -0.036
C (-1.548, -3.554, 6.311)  -0.514
C (-0.915, -2.783, 7.480)  -0.032
C (-0.897, -4.929, 6.101)  -0.137
C (0.429, -4.872, 5.404)  -0.181
C (0.397, -4.049, 4.135)  -0.137
C (-0.256, -2.662, 4.250)  -0.525
C (0.760, -1.663, 4.843)  -0.023
C (-0.617, -2.173, 2.840)  -0.034
N (-1.464, -2.791, 5.049)  -0.099
O (-2.110, -1.520, 5.135)  -0.025
H (-3.566, -2.813, 6.545)  0.076
H (-3.140, -4.173, 7.590)  0.085
H (-3.504, -4.468, 5.890)  0.083
H (-1.349, -3.147, 8.419)  0.080
H (-1.111, -1.716, 7.422)  0.083
H (0.147, -3.016, 7.554)  0.071
H (-0.861, -5.365, 7.104)  0.126
H (-1.638, -5.525, 5.563)  0.117
H (0.809, -5.867, 5.148)  0.114
H (1.242, -4.522, 6.052)  0.113
H (-0.078, -4.561, 3.291)  0.120
H (1.411, -3.852, 3.776)  0.109
H (1.781, -1.788, 4.473)  0.070
H (0.407, -0.641, 4.709)  0.083
H (0.898, -1.819, 5.918)  0.064
H (-1.099, -1.202, 2.870)  0.079
H (0.315, -2.136, 2.278)  0.072
H (-1.304, -2.919, 2.438)  0.089
H (-2.981, -1.734, 4.789)  0.099
N (-2.792, -2.891, -1.874)  0.166
C (-3.243, -2.339, -3.047)  -0.648
N (-4.266, -2.988, -3.658)  0.161
O (-2.738, -1.325, -3.516)  0.004
H (-3.016, -3.857, -1.724)  0.098
H (-2.037, -2.391, -1.416)  0.044
H (-4.638, -3.823, -3.241)  0.094
H (-4.658, -2.726, -4.541)  0.104
N (1.044, -0.257, -0.623)  0.182
C (-0.224, -0.619, -1.011)  -0.658
N (-0.650, -0.037, -2.157)  0.166
O (-0.913, -1.366, -0.318)  0.005
H (1.606, 0.320, -1.233)  0.051
H (1.381, -0.742, 0.186)  0.075
H (-0.020, 0.504, -2.728)  0.068
H (-1.421, -0.513, -2.618)  0.049
N (2.613, 0.793, -5.030)  0.169
C (1.315, 1.204, -5.133)  -0.655
N (1.182, 2.444, -5.721)  0.158
O (0.344, 0.525, -4.827)  0.005
H (3.352, 1.451, -5.195)  0.096
H (2.782, 0.008, -4.425)  0.096
H (1.957, 3.070, -5.847)  0.090
H (0.265, 2.851, -5.695)  0.101
N (2.716, 4.000, -1.798)  0.163
C (2.079, 2.778, -1.711)  -0.645
N (0.972, 2.857, -0.894)  0.174
O (2.407, 1.742, -2.272)  0.004
H (3.307, 4.193, -2.589)  0.102
H (2.109, 4.775, -1.575)  0.098
H (0.936, 3.530, -0.144)  0.110
H (0.557, 1.972, -0.637)  0.067
N (0.996, -2.343, -5.393)  0.153
C (0.492, -3.246, -4.483)  -0.667
N (0.184, -2.688, -3.273)  0.177
O (0.390, -4.440, -4.709)  0.015
H (1.409, -2.740, -6.217)  0.095
H (0.676, -1.387, -5.418)  0.050
H (-0.259, -3.310, -2.622)  0.093
H (0.041, -1.695, -3.207)  0.046

## Properties
SMILES string: CC1(C)CCCC(C)(C)N1O.CC1(C)CCCC(C)(C)N1O.CC1(C)CCCC(C)(C)N1O.NC(N)=O.NC(N)=O.NC(N)=O.NC(N)=O.NC(N)=O
Total charge: 0
Maximum force (eV/Å): 2.076
Relative energy (zero: lowest compared OMol25 entry of this formula, charge and spin) (kJ/mol): 39.5
Gap between HOMO and LUMO (eV): 8.03



Record 3
Computed, not measured: a cluster of 9 separate species, C32H78NO25P3 in total, with ωB97M-V with the def2-TZVPD basis set.

Last column: Löwdin charge in e.
Cartesian coordinates (Å):
N (10.856, 2.932, 17.834)  0.259
H (10.892, 3.759, 18.420)  0.133
H (10.253, 3.147, 16.964)  0.024
H (10.485, 2.137, 18.347)  0.117
H (11.776, 2.666, 17.488)  0.132
C (8.634, 5.789, 14.807)  -0.071
C (8.747, 4.258, 14.874)  -0.438
O (9.351, 3.765, 15.993)  -0.336
H (8.632, 6.093, 13.758)  0.052
H (9.516, 6.290, 15.228)  0.077
H (7.804, 6.158, 15.416)  0.040
H (9.460, 4.110, 14.033)  0.060
H (7.798, 3.797, 14.550)  0.096
C (8.071, 1.166, 11.787)  -0.061
C (6.937, 0.447, 11.091)  -0.252
O (5.918, 1.315, 10.597)  -0.167
P (4.526, 1.463, 11.342)  0.359
O (3.934, 0.165, 11.679)  -0.222
O (4.779, 2.489, 12.503)  -0.181
C (3.745, 3.139, 13.263)  -0.221
C (4.416, 4.025, 14.286)  -0.056
O (3.704, 2.307, 10.283)  -0.172
C (3.382, 1.726, 9.021)  -0.273
C (3.143, 2.830, 8.009)  -0.073
H (7.956, 1.368, 12.856)  0.065
H (9.027, 0.648, 11.739)  0.062
H (8.174, 2.155, 11.325)  0.079
H (7.314, -0.080, 10.216)  0.122
H (6.546, -0.287, 11.798)  0.089
H (3.077, 3.669, 12.581)  0.125
H (3.142, 2.409, 13.814)  0.111
H (5.212, 3.535, 14.848)  0.081
H (4.873, 4.908, 13.834)  0.062
H (3.666, 4.373, 14.995)  0.059
H (4.187, 1.086, 8.656)  0.116
H (2.462, 1.143, 9.103)  0.121
H (2.443, 3.561, 8.424)  0.080
H (4.071, 3.371, 7.819)  0.077
H (2.677, 2.476, 7.091)  0.076
C (5.820, -0.493, 14.518)  -0.059
C (4.441, -0.829, 15.066)  -0.236
O (4.408, -0.712, 16.498)  -0.167
P (3.771, 0.578, 17.140)  0.382
O (2.765, 1.263, 16.327)  -0.221
O (3.280, 0.034, 18.545)  -0.173
C (2.356, 0.881, 19.277)  -0.256
C (1.857, 0.080, 20.445)  -0.072
O (4.944, 1.603, 17.504)  -0.178
C (6.136, 1.116, 18.127)  -0.252
C (7.314, 1.951, 17.646)  -0.068
H (5.916, 0.551, 14.219)  0.065
H (6.521, -0.580, 15.358)  0.075
H (6.153, -1.233, 13.797)  0.076
H (3.630, -0.313, 14.554)  0.106
H (4.251, -1.883, 14.858)  0.122
H (2.955, 1.739, 19.601)  0.109
H (1.588, 1.266, 18.608)  0.117
H (2.684, -0.303, 21.046)  0.080
H (1.155, 0.619, 21.075)  0.080
H (1.397, -0.850, 20.102)  0.083
H (6.145, 1.073, 19.215)  0.123
H (6.334, 0.138, 17.680)  0.102
H (7.467, 1.946, 16.568)  0.070
H (7.246, 2.992, 17.968)  0.076
H (8.252, 1.562, 18.059)  0.060
C (6.115, 5.329, 11.348)  -0.070
C (6.513, 6.793, 11.453)  -0.244
O (5.871, 7.331, 12.628)  -0.193
P (4.605, 8.280, 12.420)  0.364
O (3.450, 7.635, 11.812)  -0.211
O (4.412, 8.874, 13.878)  -0.183
C (4.350, 8.078, 15.087)  -0.230
C (3.125, 7.173, 15.090)  -0.053
O (5.159, 9.547, 11.644)  -0.164
C (6.389, 10.136, 12.101)  -0.266
C (6.381, 11.600, 11.724)  -0.064
H (6.672, 4.666, 12.013)  0.064
H (5.037, 5.254, 11.464)  0.075
H (6.401, 4.942, 10.362)  0.087
H (7.597, 6.885, 11.528)  0.093
H (6.189, 7.331, 10.560)  0.122
H (5.239, 7.447, 15.164)  0.100
H (4.329, 8.853, 15.849)  0.121
H (2.241, 7.810, 15.050)  0.089
H (3.176, 6.543, 14.206)  0.058
H (3.096, 6.591, 16.010)  0.062
H (6.621, 10.027, 13.152)  0.073
H (7.162, 9.619, 11.530)  0.112
H (5.848, 11.780, 10.791)  0.080
H (5.844, 12.232, 12.440)  0.077
H (7.389, 12.017, 11.717)  0.078
C (11.765, 7.957, 13.312)  -0.048
O (11.104, 8.786, 14.249)  0.007
C (9.800, 8.992, 14.081)  -0.610
O (9.148, 8.627, 13.138)  0.118
O (9.363, 9.558, 15.204)  0.014
C (7.967, 9.803, 15.314)  -0.036
H (11.581, 8.377, 12.317)  0.100
H (11.485, 6.907, 13.339)  0.085
H (12.846, 8.059, 13.387)  0.094
H (7.699, 9.738, 16.367)  0.094
H (7.376, 9.074, 14.762)  0.077
H (7.750, 10.821, 14.987)  0.102
C (13.930, 4.942, 11.320)  -0.024
O (12.515, 5.005, 11.215)  -0.032
C (11.931, 4.517, 10.122)  -0.628
O (12.575, 4.074, 9.208)  0.129
O (10.611, 4.540, 10.132)  0.027
C (9.939, 5.054, 11.281)  -0.029
H (14.396, 5.458, 10.478)  0.100
H (14.280, 3.916, 11.394)  0.095
H (14.214, 5.523, 12.194)  0.091
H (10.065, 6.133, 11.373)  0.093
H (10.344, 4.617, 12.193)  0.077
H (8.889, 4.786, 11.225)  0.078
C (7.409, 6.642, 17.819)  -0.055
O (6.339, 5.974, 17.191)  -0.021
C (5.354, 5.507, 17.971)  -0.618
O (5.312, 5.608, 19.167)  0.127
O (4.476, 4.931, 17.179)  -0.038
C (3.336, 4.278, 17.765)  -0.016
H (7.136, 7.059, 18.785)  0.096
H (7.834, 7.366, 17.125)  0.071
H (8.263, 5.975, 17.993)  0.093
H (3.701, 3.780, 18.659)  0.083
H (2.952, 3.525, 17.083)  0.069
H (2.573, 5.038, 17.919)  0.103
C (11.516, 1.203, 9.994)  -0.017
O (12.590, 1.078, 10.946)  0.016
C (12.493, 1.459, 12.212)  -0.617
O (13.453, 1.710, 12.891)  0.124
O (11.240, 1.394, 12.679)  -0.030
C (11.045, 1.748, 14.046)  -0.049
H (11.955, 1.616, 9.091)  0.091
H (10.798, 1.949, 10.327)  0.075
H (11.040, 0.236, 9.856)  0.097
H (10.017, 1.794, 14.393)  0.074
H (11.520, 2.724, 14.152)  0.095
H (11.547, 1.041, 14.714)  0.096

## Properties
Total charge: 0
Maximum force (eV/Å): 2.339
Gap between HOMO and LUMO (eV): 7.39